Formula: C5H14N3
Source: the Open Molecules 2025 dataset
Level of theory: wB97M-V/def2-TZVPD

Structure (XYZ):
```
22
C5H14N3 wB97M-V/def2-TZVPD
C -1.83 -1.36 0.02
C -1.61 0.10 0.32
C -0.38 0.61 -0.40
C 0.86 0.24 0.46
C 2.17 0.67 -0.36
N 3.32 -0.13 0.07
N 0.85 -1.15 0.58
N -2.85 0.79 -0.21
H -0.95 -1.93 0.44
H -1.87 -1.60 -1.03
H -2.71 -1.79 0.50
H -1.65 0.27 1.40
H -0.45 0.22 -1.41
H -0.54 1.69 -0.30
H 1.93 0.29 -1.36
H 2.37 1.74 -0.38
H 3.04 -0.78 0.77
H 4.26 0.22 0.03
H 0.86 0.75 1.42
H 1.31 -1.50 -0.29
H -2.75 1.56 -0.84
H -3.40 1.08 0.59
```

The value obtained for the HOMO-LUMO gap is 4.8 eV. As for the total charge: +1. Its spin multiplicity is 1. The highest occupied orbital energy is -13.12 eV.

Here are the Mulliken charges for atoms 1 to 5, given in e: atom 1 (C): -1.27, atom 2 (C): 0.30, atom 3 (C): -0.87, atom 4 (C): 0.35, atom 5 (C): -0.75


Formula: C38H45N2OPSiV
Source: the Open Molecules 2025 dataset
Level of theory: wB97M-V/def2-TZVPD

Structure (XYZ):
```
89
C38H45N2OPSiV wB97M-V/def2-TZVPD
V -0.48 0.13 0.03
C -2.05 -2.61 2.22
C -2.93 -2.00 1.12
C -3.32 -0.56 1.46
C -2.28 -2.09 -0.27
C -2.23 -3.52 -0.80
O -0.99 -3.63 -1.49
C -0.21 -2.54 -1.15
N -0.87 -1.64 -0.39
C 1.10 -2.52 -1.66
C 1.54 -3.66 -2.40
C 2.80 -3.74 -2.93
C 3.71 -2.69 -2.77
C 3.30 -1.56 -2.09
C 2.02 -1.44 -1.54
P 1.68 0.12 -0.67
C 2.08 1.36 -1.96
C 1.45 1.09 -3.18
C 1.55 1.97 -4.24
C 2.29 3.14 -4.10
C 2.92 3.41 -2.90
C 2.80 2.54 -1.83
C 2.96 0.04 0.64
C 2.82 -1.09 1.46
C 3.70 -1.32 2.50
C 4.73 -0.43 2.75
C 4.88 0.69 1.94
C 4.00 0.92 0.89
H -2.57 -2.55 3.18
H -1.12 -2.06 2.31
H -1.84 -3.66 2.03
H -3.85 -2.59 1.04
H -2.44 0.09 1.51
H -3.79 -0.52 2.44
H -4.01 -0.15 0.72
H -2.89 -1.48 -0.94
H -3.04 -3.74 -1.49
H -2.25 -4.25 0.01
H 0.85 -4.48 -2.52
H 3.09 -4.62 -3.49
H 4.70 -2.75 -3.19
H 3.99 -0.73 -1.97
H 0.89 0.17 -3.29
H 1.04 1.76 -5.17
H 2.38 3.83 -4.93
H 3.49 4.33 -2.79
H 3.27 2.80 -0.89
H 2.01 -1.78 1.27
H 3.57 -2.20 3.13
H 5.42 -0.61 3.57
H 5.69 1.38 2.13
H 4.16 1.79 0.28
C -1.19 1.28 5.60
Si 0.37 0.46 4.93
C 0.48 -1.31 5.58
C 1.90 1.44 5.46
C 0.22 0.40 3.11
C 0.02 0.30 1.90
H -1.18 1.37 6.69
H -2.07 0.70 5.32
H -1.32 2.28 5.18
H 0.59 -1.32 6.67
H 1.32 -1.84 5.15
H -0.43 -1.86 5.33
H 2.00 1.45 6.55
H 1.84 2.47 5.11
H 2.81 1.00 5.04
C -4.51 0.63 -2.32
N -3.51 0.69 -3.37
C -3.64 -0.45 -4.26
C -2.13 0.81 -2.91
C -1.87 1.97 -1.97
C -2.44 3.21 -2.24
C -2.21 4.28 -1.40
C -1.36 4.14 -0.31
C -0.75 2.92 -0.07
C -1.01 1.80 -0.87
H -5.49 0.79 -2.76
H -4.33 1.41 -1.59
H -4.53 -0.34 -1.80
H -4.66 -0.49 -4.65
H -3.42 -1.41 -3.75
H -2.95 -0.36 -5.10
H -1.52 0.96 -3.81
H -1.77 -0.13 -2.45
H -3.08 3.32 -3.11
H -2.70 5.23 -1.59
H -1.18 4.99 0.35
H -0.06 2.84 0.77
```

The value obtained for the HOMO-LUMO gap (alpha / beta) is 6.0 / 8.6 eV. Its spin multiplicity is 4. The highest occupied orbital energy (alpha / beta) is -5.58 / -8.51 eV.

Here are the Mulliken charges for atoms 1 to 5, given in e: atom 1 (V): -0.83, atom 2 (C): -1.32, atom 3 (C): 0.49, atom 4 (C): -1.15, atom 5 (C): 0.72


Formula: C2H6N
Source: the Open Molecules 2025 dataset
Level of theory: wB97M-V/def2-TZVPD

Structure (XYZ):
```
9
C2H6N wB97M-V/def2-TZVPD
C 0.02 0.56 1.22
C 0.42 -0.33 0.35
N -0.26 -0.36 -1.01
H 0.34 0.71 2.24
H -0.61 1.39 0.88
H 1.26 -1.01 0.34
H -0.72 -1.24 -1.27
H -0.92 0.42 -1.07
H 0.47 -0.13 -1.68
```

The value obtained for the HOMO-LUMO gap is 12.2 eV. The SMILES is C=C[NH3+]. As for the total charge: +1. Its spin multiplicity is 1. The highest occupied orbital energy is -16.14 eV.

Here are the Mulliken charges for atoms 1 to 5, given in e: atom 1 (C): -0.74, atom 2 (C): 0.18, atom 3 (N): -0.37, atom 4 (H): 0.29, atom 5 (H): 0.19


Formula: CH6N2O
Source: the Open Molecules 2025 dataset
Level of theory: wB97M-V/def2-TZVPD

Structure (XYZ):
```
10
CH6N2O wB97M-V/def2-TZVPD
N -1.25 1.58 1.12
C -1.29 0.42 1.85
N -0.28 0.33 2.65
H -0.49 2.21 1.42
H -2.14 1.92 0.76
H -2.15 -0.23 1.70
H -0.15 -0.45 3.29
H 2.48 -2.11 -5.02
H 2.76 -2.15 -3.53
O 2.50 -1.52 -4.25
```

The value obtained for the HOMO-LUMO gap (alpha / beta) is 8.6 / 4.2 eV. As for the total charge: +1. Its spin multiplicity is 2. The highest occupied orbital energy (alpha / beta) is -13.45 / -13.45 eV.

Here are the Mulliken charges for atoms 1 to 5, given in e: atom 1 (N): -0.18, atom 2 (C): 0.22, atom 3 (N): -0.40, atom 4 (H): 0.35, atom 5 (H): 0.32


Formula: C3H4Li2O4
Source: the Open Molecules 2025 dataset
Level of theory: wB97M-V/def2-TZVPD

Structure (XYZ):
```
13
C3H4Li2O4 wB97M-V/def2-TZVPD
O 0.46 -0.41 0.26
C 0.38 1.01 -0.16
C -0.86 -0.93 0.43
O 1.11 1.82 0.37
O -0.89 1.27 -0.39
C -1.71 0.09 -0.35
H -1.00 -0.95 1.52
H -1.02 -1.94 0.04
H -2.63 0.35 0.18
H -1.87 -0.24 -1.38
O 2.95 0.22 -0.85
Li 2.09 -1.37 -0.47
Li 2.99 1.10 0.80
```

The value obtained for the HOMO-LUMO gap (alpha / beta) is 10.6 / 9.3 eV. As for the total charge: +1. Its spin multiplicity is 2. The highest occupied orbital energy (alpha / beta) is -14.74 / -13.90 eV.

Here are the Mulliken charges for atoms 1 to 5, given in e: atom 1 (O): -0.37, atom 2 (C): 0.76, atom 3 (C): -0.29, atom 4 (O): -0.55, atom 5 (O): -0.28


Formula: H26O13
Source: the Open Molecules 2025 dataset
Level of theory: wB97M-V/def2-TZVPD

Structure (XYZ):
```
39
H26O13 wB97M-V/def2-TZVPD
H -0.53 -0.75 1.06
H 0.12 0.12 -0.03
H -0.52 -0.06 -1.55
H 0.92 -0.07 -2.18
H 1.97 -0.97 2.68
H 2.09 -0.69 4.11
H 0.87 2.71 -2.31
H 2.31 3.19 -2.60
H 2.69 -0.58 -0.14
H 3.16 -1.17 -1.28
H -0.93 -0.35 3.95
H -2.28 -0.08 3.34
H 2.89 -0.75 -3.02
H 3.80 0.59 -2.72
H -2.09 -1.56 -3.65
H -1.23 -0.30 -3.94
H 2.52 2.79 1.32
H 1.28 1.84 1.50
H -1.95 -4.01 1.24
H -3.31 -3.22 1.04
H -4.95 -0.04 1.23
H -5.45 0.71 -0.09
H 4.11 2.77 0.89
H 3.26 1.73 0.09
H -3.61 -1.48 0.93
H -3.90 -2.15 2.30
O -0.50 -0.58 0.09
O 0.15 0.55 -2.04
O 1.36 -0.89 3.43
O 1.70 2.88 -1.89
O 3.21 -0.34 -0.90
O -1.92 -0.38 4.17
O 3.55 -0.15 -3.41
O -2.05 -0.72 -4.18
O 2.02 2.17 1.91
O -2.48 -3.38 0.67
O -4.90 0.02 0.22
O 3.82 2.50 -0.08
O -4.13 -1.46 1.74
```

The value obtained for the HOMO-LUMO gap is 10.4 eV. Its spin multiplicity is 1. The highest occupied orbital energy is -11.01 eV.

Here are the Mulliken charges for atoms 1 to 5, given in e: atom 1 (H): 0.31, atom 2 (H): 0.25, atom 3 (H): 0.45, atom 4 (H): 0.33, atom 5 (H): 0.29


Formula: C17H20IN2O2S
Source: the Open Molecules 2025 dataset
Level of theory: wB97M-V/def2-TZVPD

Structure (XYZ):
```
43
C17H20IN2O2S wB97M-V/def2-TZVPD
C 1.35 -3.93 0.72
C 2.03 -4.55 -0.50
S 2.77 -3.34 -1.63
C 1.32 -2.58 -2.35
O 0.80 -1.42 -1.65
C 1.52 -0.34 -1.87
O 2.55 -0.32 -2.47
C 0.96 0.99 -1.41
C 1.65 2.09 -1.93
C 1.21 3.36 -1.64
N 0.15 3.51 -0.84
C -0.55 2.50 -0.30
C -1.68 2.91 0.58
C -1.15 3.50 1.91
C -0.44 2.50 2.79
I -1.82 1.39 4.00
C -0.15 1.17 -0.59
C -0.96 0.07 -0.02
C -2.26 -0.17 -0.47
C -2.97 -1.19 0.14
N -2.53 -1.95 1.14
C -1.29 -1.71 1.56
C -0.49 -0.73 1.00
H 0.28 -3.94 0.57
H 1.55 -4.51 1.62
H 1.69 -2.91 0.89
H 1.28 -5.07 -1.09
H 2.80 -5.24 -0.21
H 1.52 -2.34 -3.38
H 0.52 -3.31 -2.32
H 2.50 1.92 -2.57
H 1.70 4.22 -2.04
H -0.16 4.46 -0.63
H -2.25 3.70 0.09
H -2.33 2.08 0.83
H -0.44 4.31 1.70
H -1.97 3.96 2.44
H 0.13 1.77 2.23
H 0.23 3.00 3.47
H -2.68 0.40 -1.28
H -3.98 -1.39 -0.22
H -0.92 -2.32 2.37
H 0.51 -0.58 1.38
```

The value obtained for the HOMO-LUMO gap is 6.7 eV. The SMILES is CCSCOC(=O)c1cc[nH+]c(CCCI)c1-c1ccncc1. As for the total charge: +1. Its spin multiplicity is 1. The highest occupied orbital energy is -11.48 eV.

Here are the Mulliken charges for atoms 1 to 5, given in e: atom 1 (C): -0.80, atom 2 (C): -0.64, atom 3 (S): -0.07, atom 4 (C): -0.65, atom 5 (O): -0.20


Formula: C7H15N
Source: the Open Molecules 2025 dataset
Level of theory: wB97M-V/def2-TZVPD

Structure (XYZ):
```
23
C7H15N wB97M-V/def2-TZVPD
C -2.42 0.13 1.51
N -1.39 0.69 1.17
C -0.44 0.23 -0.07
C -0.91 -1.09 -0.57
C -0.77 1.33 -1.09
C 1.05 0.17 0.56
C 1.94 0.46 -0.61
C 1.35 -1.11 1.32
H -2.91 0.38 2.40
H -3.02 -0.67 0.96
H -1.94 -1.00 -0.61
H -0.58 -1.90 0.05
H -0.40 -1.22 -1.58
H -0.45 1.33 -2.11
H -1.86 1.32 -1.10
H -0.55 2.31 -0.63
H 1.06 0.95 1.40
H 1.92 -0.45 -1.32
H 2.95 0.51 -0.31
H 1.48 1.34 -1.12
H 1.89 -1.82 0.62
H 2.01 -0.79 2.07
H 0.48 -1.38 1.94
```

The value obtained for the HOMO-LUMO gap is 10.0 eV. The SMILES is C=NC(C)(C)C(C)C. Its spin multiplicity is 1. The highest occupied orbital energy is -8.98 eV.

Here are the Mulliken charges for atoms 1 to 5, given in e: atom 1 (C): -0.29, atom 2 (N): -0.51, atom 3 (C): 1.52, atom 4 (C): -1.81, atom 5 (C): -2.18


Record-wise strongest force on any atom values, in eV/Å: 2.7; 1.7; 1.8; 2.4; 5.7; 3.8; 1.1; 4.5
Record-wise energy relative to the best compared isomer or geometry (same formula, charge and spin) values, in kcal/mol: 155.0; 28.6; 8.6; 8.9; 21.5; 115.6; 0.0; 52.6